ORCA calculation (ωB97M-V/def2-TZVPD) on a single C6H12N2O2 molecule.

Geometry as ORCA input:
```
! RIJCOSX wB97M-V def2-TZVPD def2/J DEFGRID3
* xyz 0 1
C -1.64999 -1.47996 0.48730
C -0.00678 0.94389 0.72355
C 1.07921 0.01669 0.15390
C -1.35341 0.82536 0.04428
C 2.41136 0.11153 0.91483
C -1.19864 0.77542 -1.57791
N 0.82831 -1.38438 0.17997
N -2.17005 -0.30537 0.41580
O -3.43295 -0.16806 0.48026
O 1.28191 -1.78280 -1.02980
H -1.85683 -2.43707 0.91994
H -0.01879 0.78426 1.75226
H 0.30124 1.94999 0.64484
H 1.29092 0.44871 -0.84387
H -1.84620 1.71639 0.12212
H 2.45243 -0.33288 1.86496
H 2.77246 1.21032 0.90442
H 3.12879 -0.35567 0.34566
H -0.61812 1.60176 -1.83100
H -2.19983 0.81682 -1.97618
H -0.67027 -0.19582 -1.69234
H 1.47522 -2.75912 -1.00301
*
```

Values from the calculation:
Energy relative to the best compared isomer or geometry (same formula, charge and spin) = 204.6 kcal/mol
F_max = 0.078 hartree/bohr
M = 144.2 Da
E_LUMO (spin up / spin down) = 0.015 / 0.010 hartree
Highest occupied orbital energy (spin up / spin down) = -8.41 / -8.39 eV



ORCA calculation (ωB97M-V/def2-TZVPD) on C14H13CaNO5 as an isolated structure.

Geometry as ORCA input:
```
! RIJCOSX wB97M-V def2-TZVPD def2/J DEFGRID3
* xyz 2 1
O -2.21840 1.75090 -4.52284
C -1.54166 1.71202 -3.60547
Ca 0.66834 2.28733 -0.51236
O 1.30093 4.98596 -3.02702
C 1.10013 4.10527 -2.31441
C 2.45404 3.44175 0.79080
O 3.36842 4.05754 1.13729
C 1.90988 0.67551 -1.99175
O 2.70519 0.22546 -2.69880
C -1.07585 4.15993 -0.38763
O -1.70042 5.08390 -0.57561
C 0.58685 -3.19566 0.92703
N 0.63490 -2.26183 -0.23610
C 1.11974 -2.95612 -1.45742
C -0.68558 -1.47366 -0.48465
C -0.96804 -0.60770 0.72098
C -1.72005 -1.14807 1.76288
C -1.91886 -0.40576 2.93539
C -1.38365 0.87505 3.03260
C -0.61737 1.45291 1.95752
C -0.45944 0.67588 0.82500
H -0.29326 -3.84416 0.83665
H 0.55511 -2.63978 1.87076
H 1.50070 -3.79760 0.89281
H 1.33038 -1.54539 0.00721
H 0.30111 -3.58211 -1.84160
H 1.41237 -2.20853 -2.20278
H 1.98030 -3.57269 -1.17188
H -0.54647 -0.91393 -1.42228
H -1.45459 -2.24362 -0.63855
H -2.13966 -2.16557 1.63774
H -2.49481 -0.85070 3.75631
H -1.51790 1.46145 3.93564
H -0.19238 2.46204 2.06456
*
```

Values from the calculation:
F_max = 0.114 hartree/bohr
M = 315.3 Da
E_LUMO = -0.282 hartree
Highest occupied orbital energy = -14.42 eV



ORCA calculation (ωB97M-V/def2-TZVPD) on a 6-piece molecular cluster, C38H89BrF3N5O11PS overall.

Geometry as ORCA input:
```
! RIJCOSX wB97M-V def2-TZVPD def2/J DEFGRID3
* xyz -1 1
C 2.31068 2.49063 -1.98192
C 0.97903 1.89800 -1.53500
C 0.54665 0.60473 -2.27276
Br 0.03776 -0.74153 -0.66377
C 1.39717 0.05159 -3.27557
C 2.68404 -0.61205 -2.82420
C 3.94405 -0.21453 -3.59525
O 3.64571 0.03604 -4.96435
C 4.46001 0.97453 -5.57615
C 3.75017 1.56692 -6.79377
F 2.53943 1.09252 -6.99754
F 4.47683 1.32828 -7.92338
F 3.65881 2.90872 -6.69394
P 0.49752 -0.92160 -4.40309
S -0.87634 -0.12784 -5.58545
H 3.14232 1.81257 -1.78674
H 2.50581 3.41920 -1.43757
H 2.29786 2.70775 -3.05169
H 1.00617 1.74123 -0.45608
H 0.19175 2.63663 -1.71971
H -0.44396 0.76584 -2.69647
H 2.84472 -0.33616 -1.77586
H 2.61894 -1.71195 -2.83949
H 4.40288 0.67815 -3.14859
H 4.69192 -1.02092 -3.55268
H 5.40543 0.54180 -5.93754
H 4.70394 1.80309 -4.89950
H 1.48764 -1.62072 -5.11651
H -0.10306 -2.01532 -3.72588
C -4.58458 0.82104 5.61436
O -4.51942 -0.07230 4.52620
C -5.40560 0.21425 3.45194
C -4.67958 0.75001 2.23810
N -4.14782 2.08055 2.48146
C -3.27476 2.59990 1.43212
C -2.01709 1.81830 1.07770
O -1.01906 1.83982 2.08303
C -1.15332 0.85665 3.08262
H -4.04375 0.35793 6.43785
H -4.12125 1.79009 5.39201
H -5.61696 0.99268 5.93400
H -6.17279 0.92476 3.78003
H -5.89946 -0.72257 3.17997
H -5.39642 0.80511 1.41134
H -3.91361 0.01741 1.95096
H -3.64745 2.08327 3.36067
H -2.96961 3.60630 1.73069
H -3.86940 2.70734 0.51783
H -1.56857 2.30229 0.20696
H -2.22462 0.78579 0.77911
H -1.53124 -0.08336 2.66824
H -1.81454 1.16702 3.90104
H -0.16053 0.67548 3.49516
C 4.46666 -2.87535 -11.56535
O 5.28491 -1.85850 -11.03477
C 4.89387 -1.38115 -9.74925
C 5.85459 -1.82491 -8.66991
N 5.78694 -3.25969 -8.44779
C 6.79824 -3.80407 -7.55756
C 8.26943 -3.62866 -7.91834
O 8.70436 -4.38644 -9.03569
C 8.38738 -3.82965 -10.29873
H 4.72727 -2.98232 -12.61771
H 4.61330 -3.84377 -11.07132
H 3.40595 -2.61590 -11.48893
H 3.87712 -1.71029 -9.51425
H 4.89540 -0.29147 -9.78761
H 5.58167 -1.31037 -7.74281
H 6.85847 -1.47736 -8.95493
H 5.81408 -3.74152 -9.33603
H 6.61123 -4.87634 -7.45558
H 6.64886 -3.36294 -6.56515
H 8.85525 -3.99578 -7.07169
H 8.53441 -2.57346 -8.06146
H 8.42121 -2.73644 -10.27858
H 7.39875 -4.14228 -10.64595
H 9.12744 -4.19247 -11.01244
C -4.61066 0.45752 9.34198
O -5.84336 0.24122 8.69068
C -6.61267 -0.84339 9.19071
C -7.82517 -0.36441 9.95840
N -7.44700 0.27950 11.20502
C -8.52535 0.94936 11.91601
C -9.28234 2.07074 11.21337
O -8.53218 3.25458 11.01226
C -7.66991 3.24609 9.89028
H -4.02674 1.12803 8.71338
H -4.72601 0.92400 10.32758
H -4.05693 -0.47801 9.46853
H -5.99078 -1.49192 9.81626
H -6.95316 -1.42459 8.32996
H -8.45357 -1.23224 10.18665
H -8.40348 0.28689 9.28812
H -6.69694 0.93493 11.03103
H -8.10789 1.36293 12.83749
H -9.26000 0.19226 12.21414
H -10.11197 2.35453 11.86611
H -9.72059 1.74295 10.26211
H -8.09931 2.67935 9.05898
H -6.68343 2.83456 10.12147
H -7.53771 4.28211 9.57735
C -14.02588 5.68354 11.24517
O -12.83355 5.78911 11.98891
C -11.73847 5.03049 11.48855
C -10.66889 5.90503 10.87829
N -11.13114 6.52872 9.64722
C -10.24353 7.53706 9.08641
C -9.89163 8.75657 9.93125
O -10.96481 9.65511 10.14518
C -11.84248 9.31397 11.19745
H -14.82160 6.11554 11.85020
H -13.98219 6.22231 10.29130
H -14.27317 4.63806 11.03251
H -12.09304 4.29539 10.75760
H -11.30316 4.49096 12.33376
H -9.80508 5.27274 10.65715
H -10.35787 6.63297 11.64114
H -12.04686 6.93215 9.79428
H -10.69696 7.89926 8.16039
H -9.30384 7.04684 8.80619
H -9.13717 9.32407 9.38144
H -9.44648 8.47393 10.89374
H -11.30690 8.84799 12.03082
H -12.63942 8.63412 10.88098
H -12.30200 10.23799 11.54752
C 14.95462 -9.22840 -10.36865
O 13.61616 -9.26475 -9.92991
C 13.39818 -8.79394 -8.60582
C 12.68949 -7.45822 -8.58916
N 13.54207 -6.39774 -9.09876
C 12.88339 -5.11174 -9.29522
C 11.69604 -5.03539 -10.24593
O 12.02500 -5.19057 -11.61691
C 12.17418 -6.52319 -12.05601
H 15.00832 -9.81587 -11.28394
H 15.30416 -8.21235 -10.58635
H 15.63017 -9.66823 -9.62725
H 14.35105 -8.72620 -8.06998
H 12.77083 -9.53045 -8.09730
H 12.42267 -7.22665 -7.55232
H 11.74884 -7.56999 -9.14567
H 13.96604 -6.69533 -9.96729
H 13.63877 -4.40673 -9.65161
H 12.54671 -4.74876 -8.31779
H 11.28073 -4.03012 -10.15571
H 10.89318 -5.72718 -9.96709
H 11.47052 -7.19301 -11.55097
H 13.18676 -6.91017 -11.90094
H 11.96616 -6.53820 -13.12582
*
```

Values from the calculation:
F_max = 0.041 hartree/bohr
M = 992.1 Da
E_LUMO = 0.061 hartree
Highest occupied orbital energy = -3.87 eV



ORCA calculation (ωB97M-V/def2-TZVPD) on an isolated ion of composition C8H12N3OS and charge +1.

Geometry as ORCA input:
```
! RIJCOSX wB97M-V def2-TZVPD def2/J DEFGRID3
* xyz 1 1
C -1.37586 -1.94467 -1.89393
C -0.95756 -1.34711 0.20951
C -1.26678 -0.78616 -1.04845
C -2.37006 0.87371 -2.57440
C 1.67991 2.38421 0.11968
C 0.50271 1.44061 0.37531
C -1.45458 0.55159 -1.43719
C -0.69481 -3.66830 1.04805
N -1.14033 -3.02601 -1.21485
N -0.92851 -2.66423 0.05447
N 1.11189 3.66311 -0.25743
O -2.55446 2.00172 -2.92785
S -0.76062 1.97150 -0.84118
H -1.54486 -1.99177 -2.95075
H -0.86634 -0.88494 1.17086
H -2.87220 0.00779 -3.03172
H 2.34154 2.41482 0.99766
H 2.25997 2.01037 -0.72905
H 0.77022 0.39799 0.22791
H 0.07747 1.58878 1.36713
H -0.74748 -3.23093 2.04220
H -1.44194 -4.45472 0.94469
H 0.28837 -4.11838 0.89731
H 0.70726 4.15971 0.53041
H 1.77993 4.26855 -0.71723
*
```

Values from the calculation:
Energy relative to the best compared isomer or geometry (same formula, charge and spin) = 13.5 kcal/mol
F_max = 0.032 hartree/bohr
M = 198.3 Da
E_LUMO = -0.216 hartree
Highest occupied orbital energy = -13.19 eV



ORCA calculation (ωB97M-V/def2-TZVPD) on an isolated ion of composition C6H10O and charge -1.

Geometry as ORCA input:
```
! RIJCOSX wB97M-V def2-TZVPD def2/J DEFGRID3
* xyz -1 2
C 3.18957 -0.25828 0.31754
C 1.98530 0.37821 -0.33367
C 0.73306 -0.26162 -0.15962
C -0.48238 0.35911 -0.13431
C -1.72130 -0.46489 0.20951
O -1.78243 -1.63156 -0.40141
C -3.00731 0.41859 -0.09562
H 3.67627 -0.94562 -0.37241
H 3.96159 0.47240 0.59165
H 2.87875 -0.74061 1.24016
H 2.07401 1.24088 -0.98506
H 0.68014 -1.33287 0.02742
H -0.62409 1.30420 -0.66138
H -1.76728 -0.44541 1.34355
H -2.95658 1.44206 0.31889
H -3.86612 -0.12780 0.26481
H -2.97117 0.59321 -1.17003
*
```

Values from the calculation:
Energy relative to the best compared isomer or geometry (same formula, charge and spin) = 14.8 kcal/mol
F_max = 0.037 hartree/bohr
M = 98.1 Da
<S²> = 0.79
E_LUMO (spin up / spin down) = 0.143 / 0.143 hartree
Highest occupied orbital energy (spin up / spin down) = -2.41 / -2.59 eV



ORCA calculation (ωB97M-V/def2-TZVPD) on a single C4H5ClS molecule.

Geometry as ORCA input:
```
! RIJCOSX wB97M-V def2-TZVPD def2/J DEFGRID3
* xyz 0 1
C -1.63957 0.03866 0.65034
C -0.20249 -0.28852 0.53614
C 0.55819 0.39043 -0.39763
C 1.97189 0.17036 -0.66897
H -1.76060 1.06385 0.28482
H -2.13819 -0.11178 1.56773
H 0.24194 -1.14279 1.01983
H 0.04968 1.16896 -0.99071
H 2.51583 0.77126 -1.41446
S 2.85808 -1.06116 -0.02270
Cl -2.45475 -0.99928 -0.56440
*
```

Values from the calculation:
Energy relative to the best compared isomer or geometry (same formula, charge and spin) = 25.2 kcal/mol
F_max = 0.054 hartree/bohr
Structure (SMILES) = S=C/C=C/CCl
M = 120.6 Da
E_LUMO = -0.044 hartree
Highest occupied orbital energy = -8.84 eV



> Which of these has the lowest F_max?

C8H12N3OS



> The lowest F_max belongs to which entry?

C8H12N3OS